No. 1
ORCA calculation (ωB97M-V/def2-TZVPD) on an isolated molecule of C2H4OS in a non-equilibrium geometry.

```
8
Properties=species:S:1:pos:R:3:forces:R:3
H -1.45750 -0.74710 -0.73453 1.0 0.7 1.5
H 0.04429 1.06113 -1.65965 1.4 -0.8 1.8
S -0.60335 -0.86205 1.84680 1.3 2.5 -2.4
H 1.20049 1.06112 0.01785 -1.3 -0.6 -1.4
C 0.45922 0.54743 -0.69362 -1.6 0.4 0.4
C -0.54270 -0.45523 -0.10922 -0.1 -0.1 0.6
O 0.61171 -0.85900 -0.75505 0.7 -0.4 -0.5
H 0.28783 0.25371 2.08742 -1.4 -1.8 -0.2
```
Positions in Å, forces in eV/Å.

Its HOMO energy is -9.46 eV. The calculation puts the LUMO energy at 0.84 eV. As for the SMILES: S[C@H]1CO1. As for the net charge: 0. The relative energy (zero: lowest compared OMol25 entry of this formula, charge and spin) is 55.5 kcal/mol. Its spin multiplicity is 1.

***

No. 2
ORCA calculation (ωB97M-V/def2-TZVPD) on a cluster of 2 separate species, C2H4OS in total in a non-equilibrium geometry.

```
8
Properties=species:S:1:pos:R:3:forces:R:3
H -0.27951 -1.32874 0.21177 0.5 1.1 -0.6
O 2.52119 -0.81246 0.04801 -0.3 -1.1 0.1
C -0.40116 -0.27646 -0.14816 3.0 -1.6 -0.8
H 0.32238 0.30956 -0.73033 0.1 -1.1 0.1
H -2.18861 -0.17884 0.75053 -0.6 0.5 0.1
H -1.66773 1.43196 -0.26819 0.3 -2.3 1.3
C -1.45935 0.35421 0.16349 -3.5 3.4 -0.2
S 3.15279 0.50076 -0.02712 0.5 1.0 0.0
```
Positions in Å, forces in eV/Å.

Its HOMO energy (alpha / beta) is -9.33 / -9.33 eV. The calculation puts the LUMO energy (alpha / beta) at -1.55 / -1.55 eV. As for the SMILES: C=C.O=S. As for the net charge: 0. The relative energy (zero: lowest compared OMol25 entry of this formula, charge and spin) is 74.8 kcal/mol. Its spin multiplicity is 1.

***

No. 3
ORCA calculation (ωB97M-V/def2-TZVPD) on an isolated molecule of C2H4OS in a non-equilibrium geometry.

```
8
Properties=species:S:1:pos:R:3:forces:R:3
C 0.05234 1.08422 -0.45544 -4.3 -4.4 2.8
H 1.07489 -1.14997 -0.35253 -0.8 1.2 0.2
H 0.97479 1.37633 -0.66693 4.0 2.2 -0.2
S -0.78366 -1.02070 1.09734 -3.8 -0.1 3.4
O -0.52446 -2.47185 1.34360 0.6 -0.8 -0.4
C 0.25559 -0.44506 -0.03002 3.5 1.6 -4.0
H -0.56190 1.47558 0.45951 1.5 0.2 -2.0
H -0.48758 1.15146 -1.39553 -0.6 0.0 0.1
```
Positions in Å, forces in eV/Å.

Its HOMO energy (alpha / beta) is -6.97 / -10.38 eV. The calculation puts the LUMO energy (alpha / beta) at 0.99 / -2.23 eV. As for the net charge: 0. The relative energy (zero: lowest compared OMol25 entry of this formula, charge and spin) is 15.2 kcal/mol. The expectation value of S² is 2.0093. Its spin multiplicity is 3.

***

No. 4
ORCA calculation (ωB97M-V/def2-TZVPD) on an isolated molecule of C2H4OS2 in a non-equilibrium geometry.

```
9
Properties=species:S:1:pos:R:3:forces:R:3
S -1.76672 0.16434 0.01459 -1.3 -0.6 1.2
H -0.04872 -1.15817 -1.30769 -0.5 1.3 2.0
C -0.16054 -0.58471 -0.28494 1.4 -3.8 1.0
C 1.09515 0.29808 -0.08830 -2.2 0.9 -0.1
H -0.11622 -1.42127 0.56220 0.3 1.6 -2.1
O 0.78664 1.58445 -0.05339 -2.1 0.7 -0.6
H -2.18264 -0.42767 1.29512 1.1 1.0 -2.1
S 2.60863 -0.10411 0.08452 1.6 -1.3 0.1
H -0.21559 1.64906 -0.22211 1.6 0.3 0.6
```
Positions in Å, forces in eV/Å.

Its HOMO energy is -8.81 eV. The calculation puts the LUMO energy at 0.11 eV. As for the SMILES: OC(=S)CS. As for the net charge: 0. The relative energy (zero: lowest compared OMol25 entry of this formula, charge and spin) is 21.7 kcal/mol. Its spin multiplicity is 1.

***

No. 5
ORCA calculation (ωB97M-V/def2-TZVPD) on a structure of composition C2H4OS3 in a non-equilibrium geometry.

```
10
Properties=species:S:1:pos:R:3:forces:R:3
S 0.97209 1.39922 0.19343 0.2 1.3 2.6
C -2.09898 0.77317 -0.05350 -0.4 0.8 -1.6
S -3.42995 0.80805 0.69385 -0.5 -0.2 0.7
H 0.43322 -2.32768 -0.34505 0.1 0.1 0.0
H -0.54792 -1.20464 -1.35982 0.7 0.0 0.0
S -0.09879 -0.32652 0.76349 1.0 -0.5 2.4
O 2.42068 1.18135 0.02292 -0.5 -0.4 -0.1
C 0.29254 -1.28920 -0.64104 -0.3 0.0 -0.9
H 0.81024 1.83143 1.68373 0.0 -0.6 -2.4
H 1.24687 -0.84518 -0.95800 -0.3 -0.7 -0.6
```
Positions in Å, forces in eV/Å.

Its HOMO energy is -8.43 eV. The calculation puts the LUMO energy at -0.26 eV. As for the net charge: 0. The relative energy (zero: lowest compared OMol25 entry of this formula, charge and spin) is 102.3 kcal/mol. Its spin multiplicity is 1.

***

No. 6
ORCA calculation (ωB97M-V/def2-TZVPD) on an isolated molecule of C2H4OSi in a non-equilibrium geometry.

```
8
Properties=species:S:1:pos:R:3:forces:R:3
H 1.97359 -2.09561 -0.18402 0.5 0.2 -0.4
C 0.82786 -0.00555 -0.21026 1.8 -2.4 0.4
C 1.33293 -1.25398 0.00016 -1.6 3.0 -0.5
H -0.65921 2.06759 -0.95169 0.0 -0.5 -0.6
H -1.77986 -0.09568 -0.47713 -0.4 -0.5 -0.2
Si -0.76467 0.85238 -0.09413 -0.5 2.4 -0.6
O 0.41526 -1.21217 0.91868 -0.6 -1.1 1.5
H -1.34589 1.74301 0.99839 0.8 -1.1 0.4
```
Positions in Å, forces in eV/Å.

Its HOMO energy is -8.68 eV. The calculation puts the LUMO energy at 0.38 eV. As for the SMILES: [SiH3]C1=CO1. As for the net charge: 0. The relative energy (zero: lowest compared OMol25 entry of this formula, charge and spin) is 80.3 kcal/mol. Its spin multiplicity is 1.

***

No. 7
ORCA calculation (ωB97M-V/def2-TZVPD) on a structure of composition C2H4P2 in a non-equilibrium geometry.

```
8
Properties=species:S:1:pos:R:3:forces:R:3
P -0.97126 0.19079 0.61788 0.4 0.0 -0.2
P 1.76247 0.12998 -0.01242 -3.1 0.3 -0.8
H 0.88559 -0.80431 2.12327 0.1 -0.1 0.1
H -0.31649 -0.19693 -1.78702 0.0 -0.1 -0.1
H -0.29037 1.57047 -1.39567 0.0 0.0 -0.1
H -1.53253 -1.06608 0.32300 -0.3 -0.2 0.0
C 0.65163 -0.38185 1.15600 0.5 0.4 -0.3
C -0.18904 0.55793 -1.02505 2.5 -0.3 1.4
```
Positions in Å, forces in eV/Å.

Its HOMO energy is -8.51 eV. The calculation puts the LUMO energy at 0.06 eV. As for the net charge: 0. The relative energy (zero: lowest compared OMol25 entry of this formula, charge and spin) is 20.9 kcal/mol. Its spin multiplicity is 1.

***

No. 8
ORCA calculation (ωB97M-V/def2-TZVPD) on a structure of composition C2H4P2S in a non-equilibrium geometry.

```
9
Properties=species:S:1:pos:R:3:forces:R:3
H 0.98175 1.27668 -0.60542 0.7 0.3 -0.4
H 0.96460 1.06668 1.13112 0.6 0.5 1.5
H 0.79328 -0.72271 -1.13554 -0.7 -0.8 -1.5
H 1.23293 -1.51686 0.28389 1.6 -1.1 1.6
P -2.45043 -0.04002 -0.02668 0.9 1.4 0.0
C 0.46116 -1.01824 -0.17329 -2.1 5.0 0.5
C 0.42349 0.95297 0.24390 -0.6 -3.8 -1.4
P -1.23346 1.67250 0.06956 -1.1 -1.7 0.3
S -1.17333 -1.67100 0.21246 0.7 0.2 -0.6
```
Positions in Å, forces in eV/Å.

Its HOMO energy is -8.26 eV. The calculation puts the LUMO energy at -0.80 eV. As for the net charge: 0. The relative energy (zero: lowest compared OMol25 entry of this formula, charge and spin) is 42.5 kcal/mol. Its spin multiplicity is 1.

***

No. 9
ORCA calculation (ωB97M-V/def2-TZVPD) on an isolated molecule of C2H4S in a non-equilibrium geometry.

```
7
Properties=species:S:1:pos:R:3:forces:R:3
H 2.13361 0.12912 0.96969 -0.4 -1.1 -0.9
S -1.18956 -0.10388 0.00564 2.7 0.5 -0.1
C 1.63089 -0.26244 0.01592 3.8 1.6 0.9
H 1.81489 -1.25606 -0.25144 -0.5 -1.8 0.4
C 0.41459 0.41103 -0.01826 -5.4 3.3 -0.4
H 2.24044 0.29296 -0.69610 0.4 0.1 -0.3
H 0.57111 1.60444 -0.09825 -0.4 -2.7 0.4
```
Positions in Å, forces in eV/Å.

Its HOMO energy is -8.64 eV. The calculation puts the LUMO energy at -0.11 eV. As for the SMILES: CC=S. As for the net charge: 0. The relative energy (zero: lowest compared OMol25 entry of this formula, charge and spin) is 19.5 kcal/mol. Its spin multiplicity is 1.

***

No. 10
ORCA calculation (ωB97M-V/def2-TZVPD) on an isolated molecule of C2H4S2 in a non-equilibrium geometry.

```
8
Properties=species:S:1:pos:R:3:forces:R:3
C 0.86317 -0.69903 0.11353 -0.8 1.9 -2.1
H 1.59067 0.16931 0.09467 0.0 -1.7 0.5
S -1.87464 -0.87253 0.07006 0.2 0.6 -0.3
H -1.46170 2.25300 -0.45504 0.5 -0.9 0.7
H 0.84240 -1.13142 -0.93700 0.6 0.0 1.3
S -0.33465 1.73772 0.16563 -0.3 0.9 -0.7
H 0.87573 -1.47000 0.89133 0.4 0.4 -0.3
C -0.50099 0.01295 0.05681 -0.7 -1.3 0.8
```
Positions in Å, forces in eV/Å.

Its HOMO energy is -8.66 eV. The calculation puts the LUMO energy at -0.30 eV. As for the SMILES: CC(=S)S. As for the net charge: 0. The relative energy (zero: lowest compared OMol25 entry of this formula, charge and spin) is 11.8 kcal/mol. Its spin multiplicity is 1.